# C10H7CaN2O5

A structure of composition C10H7CaN2O5 (wB97M-V/def2-TZVPD, the OMol25 dataset).

Properties
HOMO-LUMO gap (alpha / beta) = 5.509 / 5.510 eV
F_max = 0.1038 hartree/bohr
multiplicity = 1
net charge = +1
energy = -42130.411 eV

Positions of all 25 atoms, in Å:
1 O -4.35500 0.78157 -3.54728
2 C -3.26296 0.40729 -3.74893
3 Ca -0.98533 -0.08431 -1.00778
4 O -4.21494 1.28263 -0.62137
5 C -3.24320 0.84585 -1.06108
6 C 0.55416 -0.61067 -2.78644
7 O 1.59892 -0.98522 -3.21755
8 C -0.02509 1.95782 -1.98674
9 O 0.40119 2.92829 -2.41106
10 C -1.74739 -2.33751 -1.66014
11 O -1.85772 -3.48055 -1.76961
12 H -0.61344 -0.30942 -3.21795
13 N 2.23246 1.63656 0.75718
14 C 1.56911 0.59051 1.40364
15 C 2.06137 0.31707 2.71291
16 C 1.55776 -0.67339 3.50731
17 C 0.56076 -1.46709 2.95663
18 C 0.12225 -1.19698 1.61255
19 N 0.59922 -0.14018 0.86065
20 H 1.76014 2.14101 0.00296
21 H 2.98669 2.16858 1.24686
22 H 2.79082 1.07886 2.88061
23 H 1.98581 -0.78690 4.53052
24 H 0.15058 -2.29516 3.53528
25 H -0.62616 -1.76866 1.02884

Mulliken atomic charge list, values in e, 6 entries:
1. O -0.2313
2. C 0.2493
3. Ca 1.8757
4. O -0.0998
5. C -0.0758
6. C -0.1027